[1]
The following is a DFT calculation (ωB97M-V with the def2-TZVPD basis set) of C45H44ClN3O4RuS as an isolated structure.

energy	-3159.15902	hartree
maximum force	0.0144	hartree/bohr

Geometry as ORCA input:
```
! RIJCOSX wB97M-V def2-TZVPD def2/J DEFGRID3
* xyz 2 5
C 1.7180 3.4716 2.8863
C 1.8251 3.8899 -3.0089
H 1.0391 -0.3852 3.2387
H 0.2362 -1.3198 5.4972
C 2.8786 3.9695 -3.9061
H -3.7563 -2.4940 0.5006
C 0.8951 -2.4829 -2.2487
H -1.8879 -4.2515 0.4689
C 0.1886 -0.8862 2.7625
H 1.2437 -5.0745 -3.4560
C -2.8201 -0.6255 -1.5808
H 3.0873 5.8199 -0.5282
Ru -0.3315 0.0373 -1.1944
C -2.9448 -6.7220 -3.5765
H -3.3184 -7.0986 -4.5181
O 1.0775 -0.6641 0.5324
H -4.2937 -1.1373 1.4758
H 2.9347 -5.1259 -2.9962
C -4.8249 0.2612 -0.6607
H -2.6947 3.5227 3.8738
C 3.1861 5.0675 3.9275
C 0.7795 4.4571 -0.7949
C 2.5734 3.4038 1.7870
C 4.0492 4.9861 2.8435
H -0.2016 4.6002 -1.2514
H -1.9952 -5.9150 1.0230
H -4.2330 1.5876 -3.7298
C 3.7389 4.1628 1.7716
C 4.0876 5.3701 -2.3711
C -1.3054 2.9595 5.4064
C 0.1356 -0.4240 1.3275
C -2.4069 -7.5889 -2.6314
H -5.5520 0.3129 0.1397
H 4.0283 -3.0829 -3.3286
H -3.4712 -3.0112 -1.8395
O -0.8834 0.2048 0.8903
Cl -1.4205 4.4835 6.2275
C -1.5680 -5.2710 0.2554
C -1.9459 -7.1030 -1.4208
S 0.5974 2.8668 0.0437
N -0.2789 -3.2118 -1.9702
H -0.2574 -4.2046 -2.1682
H -1.5581 -7.7908 -0.6794
H -3.3866 -4.6712 -4.0339
H -0.4824 -5.3173 0.3688
C -3.7353 -0.5905 -0.5151
C -4.0893 0.9901 -2.8407
C -2.0030 -5.7436 -1.1079
H 0.4045 -0.3505 6.9567
O 0.4136 1.8873 -1.1785
H 4.8290 4.7758 -4.2921
N -2.5727 -3.4730 -1.8490
H 2.1657 0.6727 -2.5115
C -3.5756 -1.4382 0.7160
C 2.1200 -0.4076 -2.5647
H 1.7019 -5.1542 -1.7452
H 0.8792 5.1663 0.0306
N -1.6030 -1.3915 -1.5098
C -2.9904 -5.3678 -3.3059
H 2.8068 3.4770 -4.8666
C -2.9980 0.1468 -2.7357
H 2.9332 2.6762 -0.2334
H 0.0577 2.1563 6.8398
H 0.4039 -1.9570 2.7551
H -2.4722 1.3250 2.6938
C 0.9556 -1.0923 -2.2020
C 2.0157 -3.2183 -2.6546
O -1.0189 -0.6667 3.4342
H 4.1193 -0.6198 -3.2904
C 0.5105 -0.3361 5.8731
C -1.9180 1.5329 3.5983
C 3.1582 -2.5208 -3.0148
H 4.4116 4.0981 0.9255
H 1.3516 4.3706 4.7938
H 4.9575 5.9665 -2.1307
C 1.9052 4.5381 -1.7780
C -2.5126 -4.8939 -2.0889
H -2.2831 0.0559 -3.5469
H 0.9283 3.3434 -3.2741
C 3.2154 -1.1322 -2.9912
H 0.8103 2.8741 2.9254
H 4.9630 5.5645 2.8309
C 3.0363 5.2866 -1.4690
C -1.4957 -2.6969 -1.7656
H 2.2390 1.4489 0.8559
C 4.0132 4.7042 -3.5855
C -5.0009 1.0429 -1.7954
C 2.0229 4.3104 3.9481
H -2.3626 -8.6500 -2.8349
C -1.0789 0.5536 4.1070
C 2.2620 2.5127 0.6117
C 1.9662 -4.7214 -2.7136
H 1.5673 -0.1657 5.6552
C -2.0396 2.7492 4.2495
C -0.3563 0.7421 5.2800
C -0.4810 1.9739 5.9186
H -5.8610 1.6952 -1.8642
H -2.5789 -1.3429 1.1437
H 3.4213 5.7176 4.7591
*
```

[2]
The following is a DFT calculation (ωB97M-V with the def2-TZVPD basis set) of C22H40N4O7PtS3Si as an isolated structure.

energy	-3211.67583	hartree
maximum force	0.0188	hartree/bohr

Geometry as ORCA input:
```
! RIJCOSX wB97M-V def2-TZVPD def2/J DEFGRID3
* xyz -2 1
H -3.0610 2.2889 -3.6746
C 0.1824 2.6715 -2.5626
O 1.0412 -0.4548 -3.0620
H 3.0600 0.0293 -4.5402
O -1.0015 -1.7761 -2.0236
H -0.1831 -2.8426 5.0712
N -0.2956 0.8256 3.3092
O 0.2825 0.1349 -0.5844
S 4.2354 -0.0970 0.9964
H 0.7050 -0.5179 5.9692
H 1.7343 -2.0983 -5.0039
H 0.3360 3.6776 -2.9581
C -0.1995 -2.4986 1.2594
C -3.2036 -1.8103 -2.9498
H -2.1127 3.7885 -3.6575
H -1.3854 3.5989 5.6351
C -2.4134 -3.5200 -1.2918
O 4.5796 -1.5097 0.8104
N -0.2278 2.0718 3.8709
C -2.3528 -2.0475 -1.6998
H -2.1642 -1.2550 0.3069
H 1.1088 2.1122 -2.6588
Pt -0.0112 0.5397 1.4027
Si -0.2031 -0.3220 -2.0017
H 3.5468 -2.2328 -1.6503
C 2.2026 -1.2831 -3.0507
H -0.1119 -4.6223 1.1568
H -1.4954 5.3633 5.5601
H -1.8356 -3.6830 -0.3859
H -3.0756 -0.7820 -3.2775
H -0.4380 0.8270 5.9090
H -2.8807 -2.4755 -3.7507
C 2.5553 -1.7807 -1.6569
C 3.3370 -0.4045 -3.5770
H 1.0503 -3.0051 -3.6453
H 4.2486 -0.9891 -3.6992
N -0.2776 -1.3995 2.0076
H -0.3254 2.7273 -5.2462
C 0.3854 4.5401 4.8688
H 1.1070 3.7810 5.1939
H 2.5681 -0.9646 -0.9465
C -0.5811 1.7754 -4.7761
H 1.8400 -2.5371 -1.3343
O -1.2585 0.7152 -2.7492
S 2.5526 -0.0940 2.2725
O 3.7918 0.5572 -0.2365
H -4.2606 -1.9925 -2.7440
C -0.1762 -3.8953 3.2104
N 0.0243 4.3291 3.4804
C -0.2656 -1.5005 3.3817
H -0.0491 2.7436 -1.5052
H -0.1668 -2.3206 0.1938
C -2.2359 2.8109 -3.1892
S -0.0057 2.8353 1.2806
C -0.1657 -3.7617 1.8079
H -0.5272 4.5865 6.8250
C -0.2170 -2.7714 3.9933
C -0.2654 -0.1957 5.5856
C -0.0822 3.0293 2.9976
H 0.2729 1.1059 -4.8373
H -1.4167 1.3300 -5.3186
H 0.4980 4.9270 2.8227
O 5.2593 0.6500 1.7269
H -2.8572 -0.1229 -0.8500
C -2.8358 -1.1677 -0.5495
H -1.0315 -0.8430 6.0172
H -1.9954 -4.1391 -2.0848
H -2.4842 2.9533 -2.1395
C -0.9551 1.9838 -3.3078
C -0.8339 4.5242 5.7797
H -0.1287 -4.8769 3.6705
C -0.2898 -0.2597 4.0909
H -3.4436 -3.8295 -1.1087
H 3.5349 0.3911 -2.8611
H -3.8407 -1.4678 -0.2414
H 0.8747 5.5171 4.9287
H 2.7827 -3.1366 -4.0140
C 1.9273 -2.4587 -3.9907
*
```

[3]
The following is a DFT calculation (ωB97M-V with the def2-TZVPD basis set) of a 2-piece molecular cluster, C2H6NOS overall.

energy relative to the best compared isomer or geometry (same formula, charge and spin)	19.0	kcal per mole
maximum force	0.0170	hartree/bohr

Geometry as ORCA input:
```
! RIJCOSX wB97M-V def2-TZVPD def2/J DEFGRID3
* xyz -1 1
H 3.0599 -1.1510 0.6736
H -2.7691 -0.4896 -1.0359
C 2.9295 -0.4093 -0.1055
N -1.7723 0.4039 0.5218
C -2.8920 0.1910 -0.1839
S 1.2096 -0.0779 -0.5928
H -1.8144 1.1867 1.1514
O -3.9822 0.6916 0.0452
H 3.4933 -0.7758 -0.9725
H 3.4351 0.5009 0.2170
H -0.8972 -0.0707 0.2815
*
```

[4]
The following is a DFT calculation (ωB97M-V with the def2-TZVPD basis set) of C3H5N5 in the gas phase at a distorted geometry.

energy relative to the best compared isomer or geometry (same formula, charge and spin)	58.5	kcal per mole
SMILES	[H]/N=c1/ncn(/C=N/[H])[nH]1
maximum force	0.1323	hartree/bohr

Geometry as ORCA input:
```
! RIJCOSX wB97M-V def2-TZVPD def2/J DEFGRID3
* xyz 0 1
N 1.2145 0.6594 2.3130
N -0.4325 0.4367 -0.8422
H -1.2013 1.1441 -0.9675
C 0.0398 -1.2029 0.5650
H 0.3474 -1.5329 1.4354
N -0.1218 0.2003 0.5268
H -1.5458 -0.2965 -2.9960
N -0.2814 -1.7573 -0.5640
H 1.9007 1.3444 2.6426
N -1.2067 -1.1482 -2.5421
H 1.1901 1.9345 0.7467
C -0.6843 -0.7791 -1.4785
C 0.7812 0.9975 1.1609
*
```